1.
Entry from OMol25: a cluster of 15 separate species, C17H64N28O15 in total in a non-equilibrium geometry (ωB97M-V with the def2-TZVPD basis set).

The value obtained for the max |F| is 0.1743 hartree/bohr. As for the spin multiplicity: 1. The value obtained for the lowest unoccupied orbital energy is -0.33 eV. Its orbital gap is 0.3149 Eh.

Last column: Mulliken charge in e.
Cartesian coordinates (Å):
O 2.87924 -0.30955 7.37215  -0.659
O -4.17247 5.57010 -1.44887  -0.676
O 2.92426 -5.16413 3.98135  -0.637
O 1.82912 -0.10887 -5.56376  -0.661
O -0.61190 -7.34291 -4.73228  -0.679
O -7.70990 -3.17284 -1.48765  -0.685
O 6.10656 -2.25803 -1.65681  -0.624
O -3.01398 0.82229 5.66746  -0.621
O -0.38133 0.77643 -0.98100  -0.514
O -3.49721 5.89772 5.87873  -0.696
O 4.87936 3.87327 -3.70160  -0.725
O -0.62805 7.26774 -5.80388  -0.646
O 3.05039 5.08654 2.66322  -0.707
O -4.21114 4.11280 -6.38355  -0.638
O -3.69073 -8.02036 1.41388  -0.635
N 2.17817 -5.61796 6.01055  -0.407
N -1.63339 -7.24208 1.52709  -0.359
N 4.91363 5.85023 1.62646  -0.391
N -1.49465 5.11687 5.20377  -0.356
N 6.33434 2.23102 -4.01773  -0.439
N -3.58818 3.92916 0.13443  -0.325
N 1.90158 -1.26191 -7.41591  -0.391
N 4.18613 -0.00676 5.64263  -0.377
N -3.05880 2.20299 -5.74763  -0.354
N -6.06830 -4.37471 -0.55743  -0.377
N -0.78546 -5.25447 -5.26637  -0.371
N -5.04994 2.06445 -6.67387  -0.375
N -3.32183 1.34276 7.75759  -0.413
N -2.73029 -0.76928 7.30955  -0.395
N 4.89498 -4.06743 -1.50059  -0.404
N -1.59109 7.03620 5.98774  -0.381
N 1.59563 6.89611 -6.05090  -0.374
N 3.11976 5.82624 0.56617  -0.354
N 0.88019 -4.56701 4.64252  -0.392
N 3.44050 -1.60900 -6.05512  -0.386
N -2.38382 -8.41273 3.13526  -0.395
N 5.25329 2.34884 -2.19340  -0.371
N 0.55160 5.93343 -4.42133  -0.383
N 3.09141 1.60629 6.36533  -0.360
N 5.67734 -3.01268 0.31116  -0.355
N -5.10983 5.37934 0.52143  -0.379
N -7.98589 -5.30696 -1.10940  -0.434
N -2.59304 -6.30321 -4.68242  -0.372
C 5.43590 2.85020 -3.34122  0.785
C -4.28163 4.93532 -0.36741  0.674
C 2.08566 -5.08763 4.81512  0.728
C -0.21439 -1.54689 -0.54421  -1.203
C -1.31254 -6.34666 -4.81381  0.659
C 0.48518 0.14776 1.26368  -1.371
C 0.44817 6.79535 -5.43720  0.645
C 5.59414 -3.04742 -0.97661  0.658
C -2.28436 6.02037 5.70018  0.716
C 2.39164 -0.87238 -6.30817  0.710
C -2.67732 -7.85329 2.00101  0.655
C -4.08307 2.88511 -6.24478  0.658
C -7.27413 -4.24913 -1.05618  0.635
C 3.25804 0.36532 6.48159  0.694
C 0.41321 -0.12156 -0.23895  0.561
C -3.10381 0.41561 6.80206  0.640
C 3.64677 5.55564 1.67839  0.706
H 2.92196 -6.26836 6.22001  0.205
H 4.33947 -4.69302 -0.93476  0.169
H 5.26267 6.15088 0.72764  0.167
H -0.43382 -0.20110 1.73469  0.297
H -1.62475 -6.90109 0.57644  0.222
H -1.18886 -4.36387 -5.51975  0.165
H 3.63074 6.19231 -0.22438  0.156
H -3.61211 2.24940 7.42017  0.230
H -5.87431 -5.24047 -0.07481  0.186
H 1.53107 -5.35881 6.74144  0.156
H 1.38774 5.37838 -4.30795  0.166
H -0.62377 7.11730 5.70881  0.161
H 5.80521 1.53493 -1.96308  0.146
H -5.47389 -3.55835 -0.57561  0.208
H -3.00605 -5.38615 -4.77479  0.182
H 6.83047 1.42426 -3.66691  0.178
H 4.50976 0.68075 4.97727  0.147
H 3.78448 -2.19626 -6.80138  0.145
H -0.29798 5.69981 -3.92761  0.216
H 3.92437 -1.39947 -5.19368  0.218
H -3.33157 1.00290 8.70864  0.157
H -4.85071 1.11387 -6.39672  0.127
H 2.35443 6.26851 -5.82632  0.156
H -2.19149 2.70947 -5.64106  0.189
H -8.80425 -5.29656 -1.70124  0.257
H -3.21786 1.26913 -5.39733  0.180
H 2.46814 -1.85453 -8.00572  0.143
H 3.37095 2.10163 5.53071  0.140
H 0.46652 -2.30441 -0.15612  0.317
H -3.00755 -9.07867 3.56837  0.201
H 0.01092 0.82534 -1.85583  0.292
H -5.39917 6.34545 0.46638  0.226
H -1.89633 4.21641 4.98485  0.198
H -2.29034 -1.51992 6.79662  0.221
H 0.93988 -1.03583 -7.62598  0.218
H 0.16729 -5.35433 -5.58636  0.191
H 4.80739 -4.09834 -2.50631  0.201
H 4.61787 -0.90853 5.78582  0.207
H 1.30761 -0.27867 1.83799  0.375
H -1.15901 -1.67405 -0.01543  0.329
H -2.12301 7.79433 6.39073  0.222
H 6.73886 2.87032 -4.68688  0.227
H 2.42422 2.15236 6.89143  0.210
H 5.35941 -3.75066 0.92305  0.154
H 6.15764 -2.27820 0.81110  0.203
H -1.58293 -8.08663 3.65711  0.144
H -3.05759 -7.12794 -4.33013  0.225
H 1.65427 7.38450 -6.93303  0.224
H 0.67485 -4.20251 3.72325  0.199
H -2.49184 -0.67127 8.28609  0.180
H -0.51467 -1.73495 -1.57502  0.339
H -5.25455 4.71022 1.26401  0.154
H -0.81190 -7.46452 2.07096  0.167
H 5.54974 5.52052 2.33833  0.219
H -3.90156 3.49696 0.99181  0.147
H 0.57231 1.21517 1.46659  0.337
H 1.42106 0.02840 -0.62608  0.235
H 2.14770 5.59284 0.42219  0.206
H 0.28607 -4.43433 5.44846  0.148
H -0.54253 5.37160 4.98313  0.135
H -2.98072 3.36741 -0.44481  0.181
H -5.94056 2.36399 -7.04421  0.214
H -7.45935 -6.16644 -1.17389  0.208
H 4.61628 2.90524 -1.64138  0.199

---

2.
Entry from OMol25: a structure of composition C17H6AuBrN5O7 (ωB97M-V with the def2-TZVPD basis set).

The net charge is -1. The value obtained for the max |F| is 0.0168 hartree/bohr. As for the spin multiplicity: 1. Its energy above the lowest of the compared OMol25 structures with the same formula, charge and spin is 16.6 kJ/mol. The value obtained for the lowest unoccupied orbital energy is 1.56 eV. Its orbital gap is 0.2957 Eh.

Last column: natural (NBO) charge in e.
Cartesian coordinates (Å):
Au -0.50969 -0.34446 0.63073  1.340
Br -2.67200 -0.60145 6.93330  0.036
O 2.81686 -1.62453 -2.09620  -0.351
O 2.85512 5.17324 -3.03334  -0.392
O 3.02916 -0.90249 -4.11310  -0.399
O 3.94565 3.83372 -4.31651  -0.401
O -0.38253 3.52197 0.08964  -0.593
O -0.09258 1.54667 1.02496  -0.749
O 0.71933 -0.32760 -1.03017  -0.766
N -0.75266 -5.57732 -2.53481  -0.348
N -1.11751 -2.22034 0.35445  -0.566
N -4.74992 -4.18368 -1.10670  -0.363
N 2.73091 -0.75925 -2.93877  0.534
N 3.15364 4.05732 -3.41723  0.538
C -3.03298 -0.29423 4.12753  -0.221
C 1.03078 2.05483 -1.09021  -0.290
C 2.28434 0.57431 -2.52144  -0.091
C -0.76106 -0.70635 4.82889  -0.251
C 2.86323 1.63829 -3.16497  -0.123
C 1.30457 0.71917 -1.49494  0.503
C -2.18681 -3.96664 -1.13493  -0.564
C -1.60262 -2.99549 -0.36786  0.525
C 1.62699 3.12306 -1.73166  -0.089
C -3.60139 -4.08617 -1.11999  0.306
C -1.27345 -0.42011 2.50238  -0.145
C 0.10056 2.41471 0.03914  0.772
C -0.34530 -0.65157 3.50451  -0.191
C -2.61107 -0.24257 2.80513  -0.246
C 2.52949 2.91825 -2.76066  -0.067
C -1.39052 -4.85450 -1.90404  0.301
C -2.10082 -0.52681 5.12292  -0.089
H -4.07572 -0.15533 4.37670  0.227
H 3.57101 1.47144 -3.96244  0.269
H 1.37448 4.12502 -1.41740  0.269
H -3.33490 -0.06073 2.02192  0.229
H 0.70389 -0.78602 3.27476  0.219
H -0.04646 -0.88438 5.62041  0.226

---

3.
Entry from OMol25: a structure of composition C17H7BrF17N2O5S2SeZn (ωB97M-V with the def2-TZVPD basis set).

The net charge is -1. The value obtained for the max |F| is 0.0184 hartree/bohr. As for the spin multiplicity: 1. Its energy above the lowest of the compared OMol25 structures with the same formula, charge and spin is 68.2 kJ/mol. The value obtained for the lowest unoccupied orbital energy is 2.06 eV. Its orbital gap is 0.2697 Eh.

Last column: natural (NBO) charge in e.
Cartesian coordinates (Å):
Br -3.03613 3.00729 -3.57272  0.070
Se -0.06633 -2.51110 0.74577  -0.405
Zn -0.56428 -0.20809 0.37544  1.599
S 1.16332 2.38606 -0.20988  2.234
S 2.79212 1.51519 1.74034  2.246
F 2.24042 1.01238 4.23108  -0.309
F -3.83914 1.40662 2.82895  -0.329
F -5.49020 -1.79569 0.64817  -0.343
F -0.34500 -0.20958 2.92046  -0.321
F -0.56267 -0.41138 5.56144  -0.293
F -3.39837 -0.63227 3.38005  -0.321
F -0.21562 4.00055 -1.64391  -0.314
F -0.55432 -2.85023 6.76835  -0.296
F 2.69819 3.09469 3.80306  -0.319
F -0.03847 -4.91276 2.60216  -0.313
F 0.77387 2.26814 3.24134  -0.301
F -3.71165 -1.85900 -0.58223  -0.332
F -5.41403 -0.08341 2.81592  -0.342
F -3.62914 -2.52177 1.47679  -0.316
F 1.75691 4.74348 -1.11826  -0.303
F 0.17156 4.73599 0.36484  -0.301
F -0.27224 -5.09158 5.25503  -0.300
O -2.44355 0.04222 0.87842  -1.015
O -0.09787 1.87389 0.37311  -1.022
O 1.58253 1.75295 -1.42999  -0.927
O 2.15064 0.27995 1.34883  -0.956
O 4.19743 1.51031 1.98989  -0.911
N 2.31766 2.72935 0.81203  -1.199
N -0.89641 -0.01985 -1.82172  -0.528
C -0.19906 -2.54967 2.64004  -0.320
C -0.89339 1.25915 -4.28347  -0.178
C -3.75786 -0.14156 1.04196  0.141
C -0.43657 -2.75263 5.44034  0.260
C -0.17741 -3.77403 3.29761  0.367
C -4.14878 -1.59990 0.66408  0.949
C 0.69460 4.08678 -0.67050  0.734
C -4.64268 0.78981 0.19833  -0.652
C -4.10654 0.12174 2.53301  0.951
C -1.78261 1.62307 -3.28983  -0.122
C -0.29870 -3.88741 4.66653  0.243
C -0.05722 -0.39318 -2.78910  0.073
C -1.75069 0.98184 -2.06539  0.028
C -0.44228 -1.52135 4.82544  0.261
C 2.06619 1.99726 3.35726  0.716
C -0.01607 0.22082 -4.02355  -0.240
C -0.32447 -1.43976 3.45165  0.372
H -4.28438 1.81051 0.32948  0.227
H -5.68915 0.73443 0.49290  0.224
H -2.40211 1.25867 -1.24787  0.248
H 0.60052 -1.22183 -2.55451  0.215
H 0.70013 -0.09902 -4.76925  0.227
H -4.56397 0.51105 -0.85344  0.215
H -0.88695 1.77856 -5.23224  0.229

---

| no. | HOMO level (eV) | energy (eV) |
| --- | --- | --- |
| 1 | -8.9 | -91107.3776 |
| 2 | -6.5 | -113239.3996 |
| 3 | -5.3 | -282638.9026 |